{"formula": "C35H32N5O2S2Tb", "method": "ωB97M-V with the def2-TZVPD basis set", "s_squared": 12.679, "relative_energy_kcal_mol": 0.0, "spin_multiplicity": 7, "symbols": ["Tb", "C", "N", "C", "C", "N", "C", "C", "C", "C", "C", "C", "C", "S", "C", "C", "C", "C", "C", "C", "S", "H", "H", "H", "H", "H", "H", "H", "H", "H", "H", "H", "H", "H", "H", "H", "H", "H", "H", "N", "C", "C", "C", "C", "C", "C", "C", "C", "N", "C", "H", "H", "H", "H", "H", "H", "H", "H", "O", "C", "O", "C", "C", "C", "C", "C", "C", "C", "C", "C", "N", "H", "H", "H", "H", "H", "H"], "coordinates": [[-0.383, -0.756, 0.101], [-0.478, -3.480, 2.337], [0.466, -2.620, 1.515], [1.558, -2.135, 2.394], [0.965, -0.971, 3.158], [0.839, 0.289, 2.426], [2.240, 0.729, 2.271], [-0.032, 1.149, 3.250], [0.462, 2.108, 4.089], [-0.382, 2.860, 4.903], [-1.754, 2.732, 4.712], [-2.303, 1.863, 3.785], [-1.492, 0.991, 3.103], [-2.220, -0.196, 1.998], [0.863, -3.389, 0.366], [2.112, -3.999, 0.287], [2.551, -4.635, -0.881], [1.686, -4.680, -1.963], [0.485, -4.054, -1.910], [0.002, -3.438, -0.773], [-1.731, -2.990, -0.675], [0.019, -3.662, 3.287], [-0.553, -4.498, 1.922], [-1.451, -3.046, 2.549], [2.414, -1.918, 1.740], [1.956, -2.797, 3.162], [1.621, -0.745, 4.039], [0.074, -1.377, 3.572], [2.779, 0.688, 3.185], [2.320, 1.721, 1.887], [2.688, -0.025, 1.659], [1.507, 2.355, 4.217], [0.060, 3.395, 5.735], [-2.480, 3.272, 5.313], [-3.340, 1.759, 3.593], [2.751, -3.933, 1.165], [3.605, -4.989, -0.870], [1.951, -5.247, -2.866], [-0.158, -4.189, -2.839], [-1.992, 1.137, -1.156], [-2.112, 2.200, -0.204], [-3.247, 2.728, 0.343], [-3.113, 3.917, 1.087], [-1.928, 4.553, 1.282], [-0.729, 3.947, 0.859], [0.555, 4.446, 1.084], [1.660, 3.845, 0.456], [1.440, 2.667, -0.260], [0.270, 2.104, -0.341], [-0.834, 2.753, 0.111], [-2.952, 0.806, -1.414], [-1.534, 1.389, -2.034], [-4.246, 2.262, 0.190], [-4.037, 4.432, 1.392], [-1.883, 5.499, 1.784], [0.758, 5.322, 1.689], [2.611, 4.357, 0.416], [2.254, 2.076, -0.638], [3.534, -1.320, -1.705], [2.375, -0.960, -1.516], [1.841, -0.704, -0.401], [1.520, -0.705, -2.799], [2.131, -0.558, -4.064], [1.371, -0.431, -5.201], [-0.036, -0.485, -5.032], [-0.914, -0.458, -6.222], [-2.273, -0.467, -6.024], [-2.806, -0.729, -4.760], [-1.976, -0.863, -3.656], [-0.544, -0.697, -3.755], [0.203, -0.749, -2.662], [3.228, -0.534, -4.112], [1.783, -0.175, -6.157], [-0.489, -0.220, -7.192], [-2.950, -0.334, -6.825], [-3.867, -0.834, -4.700], [-2.293, -1.358, -2.808]]}



{"formula": "C19H37EuN11O4S2Si2", "method": "ωB97M-V with the def2-TZVPD basis set", "s_squared": 12.055, "relative_energy_kcal_mol": 55.1, "charge": 1, "spin_multiplicity": 7, "symbols": ["Eu", "N", "C", "C", "C", "C", "C", "C", "S", "O", "O", "N", "C", "N", "C", "C", "C", "N", "H", "H", "H", "H", "H", "H", "H", "H", "H", "N", "N", "C", "N", "N", "N", "O", "O", "H", "H", "H", "H", "H", "C", "Si", "C", "C", "C", "Si", "C", "C", "C", "H", "H", "H", "H", "H", "H", "H", "H", "H", "H", "H", "H", "H", "H", "H", "H", "H", "H", "H", "N", "C", "N", "S", "H", "H", "H", "H"], "coordinates": [[-0.104, 0.952, -0.218], [-4.702, -6.094, 2.123], [-4.336, -4.790, 1.923], [-4.269, -3.885, 3.013], [-3.850, -2.545, 2.818], [-3.510, -2.108, 1.513], [-3.582, -3.001, 0.417], [-3.996, -4.337, 0.621], [-2.928, -0.522, 1.246], [-3.438, -0.075, -0.037], [-3.283, 0.249, 2.408], [-1.313, -0.587, 1.005], [-0.480, -0.725, 2.134], [0.708, -0.115, 1.972], [1.610, -0.235, 2.946], [1.343, -0.929, 4.096], [0.068, -1.481, 4.190], [-0.843, -1.393, 3.227], [-5.087, -6.376, 3.008], [-4.893, -6.689, 1.336], [-4.539, -4.227, 4.006], [-3.788, -1.859, 3.651], [-3.345, -2.662, -0.584], [-4.064, -5.020, -0.218], [2.564, 0.260, 2.787], [2.075, -1.027, 4.885], [-0.228, -2.021, 5.084], [-1.595, -0.640, -2.120], [-1.632, 0.040, -3.346], [-1.176, 1.298, -3.377], [-1.044, 1.896, -4.579], [-1.020, 1.853, -2.195], [-0.126, 2.902, -2.026], [1.421, 0.972, -1.572], [0.361, 3.505, -2.935], [-1.424, -1.625, -2.282], [-2.469, -0.506, -1.608], [-2.045, -0.390, -4.160], [-1.007, 1.319, -5.403], [-0.602, 2.795, -4.651], [1.888, -2.009, -1.015], [3.312, -0.808, -1.198], [3.852, -0.702, -2.944], [4.695, -1.328, -0.100], [2.577, 0.835, -0.686], [3.450, 2.492, -0.553], [4.942, 2.309, 0.508], [2.214, 3.601, 0.325], [3.877, 3.091, -2.225], [1.853, -2.755, -1.816], [0.936, -1.474, -1.057], [1.940, -2.544, -0.062], [4.146, -1.692, -3.309], [4.711, -0.032, -3.059], [3.039, -0.326, -3.574], [4.997, -2.361, -0.310], [4.407, -1.272, 0.956], [5.574, -0.691, -0.249], [2.236, 0.656, 0.357], [4.699, 1.802, 1.451], [5.362, 3.290, 0.759], [5.723, 1.731, 0.003], [1.631, 2.994, 1.029], [1.523, 4.115, -0.345], [2.708, 4.367, 0.933], [4.666, 2.459, -2.647], [4.239, 4.124, -2.210], [3.003, 3.038, -2.880], [-3.412, 3.360, -0.548], [-3.047, 3.156, 0.716], [-3.996, 3.091, 1.648], [-1.396, 3.016, 1.191], [-4.376, 3.288, -0.826], [-2.704, 3.326, -1.268], [-4.968, 3.030, 1.387], [-3.737, 2.646, 2.519]]}